1.
The following is a DFT calculation (ωB97M-V/def2-TZVPD) of a molecular structure, C32H61AlF17NO12PS.

The geometry in ORCA input format:
```
! wB97M-V def2-TZVPD RIJCOSX def2/J DEFGRID3
* xyz -1 1
S -1.570 1.088 3.955
P 0.447 3.122 1.543
Al -1.670 2.247 1.982
F 4.655 -2.559 3.673
F 3.035 -4.364 3.557
F 2.595 -2.143 5.625
F 1.543 -3.638 -0.851
F 3.909 -3.975 1.004
F 1.894 -4.952 1.199
F -1.874 -2.081 -1.302
F 3.066 -2.058 -0.414
F 0.855 -1.132 -1.928
F 0.640 0.460 -0.355
F -1.513 0.015 -2.055
F 1.813 -0.387 4.310
F 0.951 -0.948 1.598
F -0.287 -2.709 0.956
F 3.933 -0.455 5.012
F 1.190 -3.136 3.363
F 3.713 -1.128 2.226
O 3.736 -0.769 -6.039
O -0.173 -8.529 3.067
O 0.003 -4.742 -5.642
O -1.777 -6.436 4.392
O -0.840 6.908 -2.349
O -1.076 -0.340 3.849
O -2.730 -3.716 -5.198
O -0.554 1.833 4.833
O 1.666 1.984 2.032
O 1.843 7.888 -3.115
O 4.629 0.776 -3.687
O 0.549 3.466 -0.158
N 0.787 4.491 2.294
C 4.053 -0.220 -2.852
C -4.838 5.764 3.660
C -2.498 1.227 0.418
C 2.468 -0.138 -5.938
C -3.324 5.806 4.159
C -3.113 5.313 5.671
C 2.848 -1.262 4.575
C -0.068 -5.396 -4.383
C -1.122 -5.029 -6.469
C 2.550 -3.695 1.314
C -2.938 3.852 2.328
C -2.115 -3.874 -6.473
C -2.301 -7.647 3.856
C 0.742 -1.834 0.508
C 0.969 -8.054 3.767
C -1.157 6.784 -3.726
C 4.811 0.166 -6.036
C 3.407 -2.013 3.254
C -2.285 4.992 3.244
C 1.297 9.193 -3.236
C 1.982 -2.752 0.183
C -2.156 -0.337 0.359
C 0.258 -0.871 -0.687
C -1.319 -0.815 -0.903
C -3.188 1.241 4.880
C -1.278 -8.773 3.933
C 2.495 -3.261 2.824
C 0.391 6.267 -2.014
C 5.493 0.223 -4.675
C 1.518 7.279 -1.863
C -2.171 -2.636 -4.459
C -1.373 -5.526 3.378
H 4.807 -0.607 -2.160
H -0.307 7.045 -4.363
H 0.131 -6.465 -4.508
H -2.528 -2.706 -3.432
H 1.857 9.890 -2.605
H -1.980 7.465 -3.949
H -1.079 -2.672 -4.448
H -3.989 5.541 6.362
H -3.123 -0.937 0.372
H -3.168 -7.917 4.467
H 2.219 0.350 -6.886
H 4.466 1.159 -6.343
H 1.611 4.351 2.892
H 2.444 0.597 -5.129
H 3.629 -1.042 -3.433
H 0.720 -7.235 4.444
H -2.505 -1.684 -4.882
H -0.795 -4.728 3.846
H -3.877 3.368 2.790
H -1.549 -0.593 1.285
H -4.996 6.084 2.584
H 0.647 5.501 -2.755
H -3.012 6.914 4.142
H -1.461 4.552 3.896
H -3.503 2.334 4.767
H -3.639 1.304 0.559
H -2.254 -5.087 2.900
H 1.266 8.037 -1.114
H -1.607 -5.962 -6.159
H -2.647 -7.502 2.827
H -1.479 5.761 -3.942
H 1.844 2.146 2.987
H -1.634 -2.945 -6.794
H 3.252 0.243 -2.274
H 1.427 -8.874 4.330
H 1.396 9.507 -4.277
H 1.391 3.038 -0.446
H -0.742 -5.170 -7.486
H -5.430 6.507 4.308
H 2.417 6.756 -1.523
H -2.976 1.071 5.990
H -5.330 4.744 3.855
H 6.362 0.884 -4.744
H -2.834 4.213 5.758
H -3.984 0.556 4.453
H -2.265 1.817 -0.523
H 0.239 5.766 -1.055
H 1.720 -0.905 -5.732
H -1.749 -9.701 3.594
H -0.748 -6.011 2.623
H 5.848 -0.768 -4.373
H -2.915 -4.101 -7.186
H -3.215 4.245 1.295
H 1.690 -7.689 3.033
H 5.537 -0.181 -6.778
H -1.043 -5.257 -3.908
H 0.698 -4.970 -3.734
H 0.239 9.218 -2.966
H -1.757 5.717 2.526
H -2.220 5.899 6.086
H -0.940 -8.926 4.964
*
```

Summary:
E ... -4893.0488 Eh
HOMO-LUMO gap ... 7.6 eV
HOMO energy ... -5.50 eV

Mulliken population analysis, charges in e, atoms 1 to 99: S 0.959; P 0.790; Al -0.636; F -0.314; F -0.355; F -0.240; F -0.258; F -0.287; F -0.269; F -0.335; F -0.258; F -0.253; F -0.277; F -0.379; F -0.081; F 0.084; F -0.294; F -0.287; F -0.194; F -0.160; O -0.370; O -0.388; O -0.356; O -0.403; O -0.386; O -0.525; O -0.422; O -0.677; O -0.328; O -0.379; O -0.386; O -0.226; N -0.820; C -0.783; C -1.311; C -0.590; C -0.631; C 0.497; C -1.092; C 0.493; C -0.641; C -0.489; C 0.485; C -0.416; C -0.517; C -0.466; C 0.343; C -0.687; C -0.761; C -0.509; C 0.616; C -0.557; C -0.724; C 0.492; C -0.682; C 0.412; C 1.009; C -0.752; C -0.493; C 0.437; C 0.005; C -0.493; C -0.594; C -0.652; C -0.804; H 0.402; H 0.327; H 0.346; H 0.166; H 0.322; H 0.252; H 0.250; H 0.343; H 0.425; H 0.412; H 0.336; H 0.306; H 0.188; H 0.311; H 0.360; H 0.327; H 0.433; H 0.253; H 0.047; H -0.034; H 0.313; H 0.293; H 0.232; H 0.243; H 0.029; H 0.340; H 0.381; H 0.369; H 0.325; H 0.300; H 0.304; H 0.218; H 0.286; H 0.163

=====

2.
The following is a DFT calculation (ωB97M-V/def2-TZVPD) of 3 unconnected molecules or ions with the total composition C32H61BF2N4O12S3.

The geometry in ORCA input format:
```
! wB97M-V def2-TZVPD RIJCOSX def2/J DEFGRID3
* xyz 0 1
S -0.689 -5.195 1.671
S -2.515 -5.293 -0.558
S -0.592 -1.719 1.438
F -2.067 -6.809 -1.135
F 0.817 -4.803 2.282
O 4.237 -1.607 0.292
O -2.933 -2.883 1.455
O 2.733 0.269 -0.439
O 0.719 -3.888 -5.987
O -1.628 -5.075 2.816
O -3.471 -5.663 0.572
O -1.143 -0.341 1.796
O -0.586 -6.682 1.361
O -3.418 -4.764 -1.624
O -0.332 -2.254 2.836
O 0.664 -1.687 0.406
O 0.642 -6.415 -1.589
N 0.815 6.934 1.795
N -0.204 -1.923 -5.002
N -1.298 2.115 -2.158
N 1.564 1.995 5.037
C -1.854 -2.753 0.486
C -1.246 -0.958 -8.828
C 0.147 -3.979 -0.843
C 1.019 0.821 4.355
C -2.503 -1.935 -0.717
C 0.094 6.536 -0.626
C -2.562 -0.125 -2.558
C 2.408 1.117 7.286
C -3.426 -1.620 -7.412
C 0.700 -4.049 -3.551
C 1.156 6.985 0.377
C 0.531 2.885 5.564
C 2.239 -2.280 -1.286
C -2.497 -1.876 -6.203
C 1.056 4.240 6.025
C 1.462 4.532 2.069
C -0.229 -3.589 -2.353
C -2.791 -1.142 -8.741
C 0.430 5.626 2.317
C 0.382 -3.262 -4.935
C 1.640 -7.488 -1.494
C -1.510 7.998 1.847
C -0.042 8.019 2.270
C -0.314 -1.214 -7.600
C -1.618 1.048 -3.184
C -1.180 -4.213 0.110
C 1.132 -5.248 -0.915
C 1.167 -2.864 -0.193
C 2.698 1.733 5.918
C 0.223 -0.180 5.189
C -1.831 -0.530 -1.150
C -0.937 -1.678 -6.268
B 3.076 -1.127 -0.439
H 1.253 -8.340 -0.824
H -0.411 5.617 -0.319
H -3.489 -0.922 -9.630
H 1.832 0.290 3.847
H -1.305 -3.884 -2.667
H -3.757 -3.175 1.006
H -1.635 8.302 0.808
H -2.075 8.712 2.455
H 2.439 4.809 2.473
H 2.628 -7.097 -1.044
H -0.537 5.298 1.917
H -2.115 0.344 -0.452
H 0.396 8.980 1.977
H -1.203 3.004 -2.689
H -0.908 -1.783 -4.261
H -0.023 2.420 6.389
H -0.519 0.302 5.828
H -0.006 8.019 3.366
H -0.724 -0.574 -1.400
H -0.597 0.607 -3.499
H 1.883 -7.896 -2.546
H -2.643 -1.002 -3.284
H -0.354 1.955 -1.758
H 1.717 4.149 6.891
H 1.597 4.750 5.224
H 0.219 4.879 6.323
H -1.972 7.019 1.986
H -2.592 -2.470 -1.720
H 0.467 -5.154 -3.799
H -0.774 -0.590 -9.794
H 0.309 5.706 3.404
H -0.198 3.083 4.769
H 2.053 6.377 0.218
H 0.876 -0.797 5.809
H 3.467 0.830 -0.766
H 3.235 2.675 6.075
H 0.808 -1.057 -7.662
H -0.314 -0.859 4.524
H -4.567 -1.736 -7.347
H 1.574 4.309 1.004
H -3.592 0.335 -2.376
H 1.741 -1.715 -2.140
H 1.146 3.608 2.562
H 1.544 -5.605 0.100
H -3.595 -1.642 -0.462
H 0.370 1.176 3.545
H 1.554 1.581 7.783
H -0.659 7.307 -0.792
H 3.021 -3.046 -1.593
H -3.009 -2.215 -5.227
H 1.873 -3.400 0.555
H 2.229 0.044 7.217
H 4.736 -2.138 -0.379
H 0.565 6.338 -1.593
H -2.149 1.593 -4.041
H 1.476 8.001 0.118
H 2.117 -4.976 -1.472
H 3.423 1.099 5.394
H -0.261 -2.429 -2.381
H 3.275 1.254 7.939
H 1.828 -4.011 -3.371
*
```

Summary:
E ... -3796.5075 Eh
HOMO-LUMO gap ... 5.8 eV
Structure (SMILES) ... COC[C@]1(CCC(=O)Nc2ccccc2)[C@@H](CB(O)O)OS(=O)(=O)[C@@](O)(CCCCN)C1(S(=O)(=O)F)S(=O)(=O)F.CCN(CC)CC.CCN(CC)CC
HOMO energy ... -7.72 eV

Mulliken population analysis, charges in e, atoms 1 to 99: S 1.455; S 1.489; S 1.286; F -0.256; F -0.229; O -0.591; O -0.618; O -0.456; O -0.610; O -0.557; O -0.609; O -0.654; O -0.582; O -0.603; O -0.689; O -0.383; O -0.259; N 0.082; N -0.029; N -0.545; N 0.376; C 0.218; C -0.440; C 1.537; C -0.461; C -0.800; C -0.937; C -0.294; C -1.022; C -0.639; C -0.311; C -0.692; C -0.431; C -0.610; C 0.116; C -1.564; C -1.121; C -0.070; C -0.372; C -0.254; C 0.102; C -0.736; C -0.957; C -0.700; C -0.436; C -0.508; C 0.579; C -2.638; C -0.378; C -0.735; C -0.919; C -0.317; C 0.318; B 0.812; H 0.266; H 0.247; H 0.306; H 0.386; H 0.713; H 0.583; H 0.233; H 0.391; H 0.288; H 0.327; H 0.179; H 0.549; H 0.364; H 0.301; H -0.020; H 0.361; H 0.257; H 0.387; H -0.180; H 0.156; H 0.265; H -0.174; H 0.170; H 0.401; H 0.241; H 0.430; H 0.269; H 0.096; H 0.337; H 0.312; H 0.331; H 0.494; H 0.377; H 0.227; H 0.270; H 0.446; H 0.316; H 0.265; H 0.310; H 0.431; H 0.467; H -0.127; H 0.074; H 0.845; H 0.571